(1)
ORCA calculation (ωB97M-V/def2-TZVPD) on a 10-piece molecular cluster, C42H112N12O14 overall in a non-equilibrium geometry.

```
180
Properties=species:S:1:pos:R:3
C 8.673 -17.132 -6.870
O 8.895 -15.949 -6.719
N 8.559 -17.660 -8.005
N 8.351 -17.914 -5.863
H 8.659 -18.661 -8.093
H 8.248 -17.089 -8.778
H 8.038 -18.869 -5.965
H 8.168 -17.449 -4.986
C 4.647 -13.013 -16.277
O 5.220 -14.021 -16.712
N 3.457 -12.746 -16.525
N 5.098 -12.138 -15.428
H 3.029 -13.411 -17.153
H 3.012 -11.884 -16.245
H 6.067 -11.930 -15.235
H 4.449 -11.521 -14.958
C -2.770 -17.194 -2.646
O -1.456 -17.559 -2.241
C -0.610 -16.539 -1.770
C -0.100 -15.727 -2.923
N 0.941 -16.174 -3.805
C 1.240 -15.378 -5.031
C 2.453 -16.063 -5.816
O 2.016 -17.288 -6.386
C 2.999 -18.165 -6.917
H -2.817 -16.707 -3.620
H -3.261 -16.641 -1.845
H -3.545 -17.954 -2.739
H 0.299 -17.032 -1.428
H -1.068 -16.089 -0.889
H 0.423 -14.843 -2.557
H -0.984 -15.534 -3.531
H 0.947 -17.141 -4.097
H 1.708 -14.462 -4.672
H 0.391 -15.193 -5.690
H 3.318 -16.376 -5.232
H 2.810 -15.491 -6.672
H 3.499 -17.682 -7.756
H 2.536 -18.946 -7.519
H 3.714 -18.608 -6.224
C 3.589 -19.352 -20.155
O 3.455 -19.671 -18.708
C 2.467 -18.884 -18.075
C 2.140 -19.528 -16.673
N 3.334 -19.925 -15.958
C 4.032 -18.742 -15.373
C 5.422 -19.001 -14.768
O 6.231 -19.518 -15.776
C 7.545 -19.674 -15.332
H 4.160 -18.430 -20.262
H 2.636 -19.323 -20.683
H 4.153 -20.182 -20.582
H 1.547 -18.791 -18.651
H 2.863 -17.871 -18.012
H 1.627 -20.489 -16.684
H 1.672 -18.859 -15.951
H 3.938 -20.244 -16.702
H 3.354 -18.278 -14.656
H 4.219 -17.989 -16.139
H 5.378 -19.699 -13.932
H 5.803 -18.040 -14.424
H 8.157 -20.274 -16.006
H 7.516 -20.302 -14.442
H 8.043 -18.719 -15.164
C 5.150 -14.862 -13.114
O 4.657 -15.122 -11.798
C 3.610 -16.026 -11.616
C 3.998 -17.530 -11.752
N 4.571 -18.089 -10.565
C 5.837 -17.447 -10.070
C 7.061 -17.570 -11.113
O 8.274 -16.979 -10.621
C 9.218 -16.651 -11.549
H 4.393 -14.912 -13.897
H 5.715 -15.765 -13.346
H 5.669 -13.904 -13.104
H 2.741 -15.762 -12.218
H 3.349 -15.912 -10.564
H 4.461 -17.622 -12.734
H 3.034 -17.966 -12.013
H 4.579 -19.083 -10.740
H 6.045 -17.901 -9.102
H 5.592 -16.408 -9.851
H 6.739 -17.189 -12.082
H 7.242 -18.602 -11.416
H 8.731 -16.073 -12.335
H 9.510 -17.576 -12.047
H 10.172 -16.257 -11.201
C 10.879 -19.538 -10.357
O 11.582 -19.582 -9.057
C 12.799 -20.254 -8.984
C 13.368 -20.158 -7.542
N 14.195 -18.999 -7.368
C 13.495 -17.746 -7.196
C 14.357 -16.516 -7.680
O 14.892 -16.810 -8.955
C 13.965 -16.759 -9.995
H 11.552 -18.862 -10.883
H 9.807 -19.344 -10.402
H 11.068 -20.534 -10.758
H 13.436 -19.868 -9.780
H 12.715 -21.304 -9.263
H 13.993 -21.011 -7.278
H 12.599 -20.163 -6.769
H 14.824 -18.854 -8.146
H 13.099 -17.622 -6.188
H 12.643 -17.814 -7.872
H 15.160 -16.527 -6.943
H 13.748 -15.619 -7.569
H 13.137 -17.467 -9.985
H 14.556 -17.049 -10.864
H 13.443 -15.812 -10.137
C -2.250 -12.117 -10.602
C -2.837 -13.413 -10.120
C -1.812 -14.263 -9.419
O -0.969 -14.861 -10.289
C 0.402 -14.865 -10.200
N -3.877 -13.058 -9.119
H -2.360 -11.312 -9.875
H -2.705 -11.678 -11.490
H -1.254 -12.043 -11.038
H -3.337 -13.976 -10.908
H -2.339 -14.995 -8.807
H -1.226 -13.611 -8.772
H 0.708 -13.858 -9.915
H 0.749 -15.189 -11.181
H 0.839 -15.406 -9.361
H -4.365 -13.881 -8.797
H -4.656 -12.576 -9.544
C 1.173 -21.757 -12.420
C 2.638 -21.282 -12.439
C 3.368 -21.488 -11.093
O 4.768 -20.984 -11.091
C 5.451 -21.026 -9.876
N 3.390 -21.872 -13.498
H 1.189 -22.826 -12.209
H 0.512 -21.645 -13.279
H 0.600 -21.249 -11.643
H 2.748 -20.199 -12.494
H 3.480 -22.554 -10.892
H 2.794 -21.113 -10.246
H 5.131 -22.015 -9.547
H 5.028 -20.308 -9.173
H 6.522 -20.981 -10.070
H 2.958 -21.396 -14.277
H 4.298 -21.466 -13.318
C 2.686 -12.330 -12.927
C 2.026 -11.190 -13.760
C 0.910 -10.321 -13.084
O 1.394 -9.696 -11.899
C 0.373 -9.377 -10.966
N 3.038 -10.281 -14.256
H 3.239 -13.084 -13.487
H 2.112 -12.861 -12.167
H 3.487 -11.854 -12.362
H 1.645 -11.620 -14.686
H 0.024 -10.886 -12.795
H 0.690 -9.569 -13.842
H 0.775 -9.247 -9.961
H -0.245 -10.258 -10.789
H -0.108 -8.449 -11.274
H 2.915 -9.965 -15.207
H 2.853 -9.417 -13.767
C 6.775 -13.604 -10.108
C 6.850 -12.052 -9.966
C 5.874 -11.320 -10.873
O 5.864 -9.880 -10.608
C 4.680 -9.338 -10.950
N 6.619 -11.760 -8.593
H 6.938 -13.905 -11.143
H 5.796 -14.034 -9.895
H 7.457 -14.072 -9.398
H 7.887 -11.756 -10.123
H 4.887 -11.747 -10.695
H 6.060 -11.461 -11.938
H 4.439 -9.440 -12.008
H 4.671 -8.292 -10.644
H 3.798 -9.723 -10.438
H 6.642 -10.795 -8.295
H 7.328 -12.243 -8.061
```

Computed properties:
**LUMO energy (spin up / spin down)**: 1.60 / 1.54 eV
**Frontier orbital gap (spin up / spin down)**: 1.222 / 8.422 eV
**Electronic energy**: -3377.38183 Eh
**HOMO (spin up / spin down)**: 0.38 / -6.88 eV
**Charge**: -1
**2S+1**: 2

(2)
ORCA calculation (ωB97M-V/def2-TZVPD) on C42H120N8O14 as an isolated structure in a non-equilibrium geometry.

```
184
Properties=species:S:1:pos:R:3
C 2.049 -0.574 3.122
C 2.875 0.555 2.571
C 2.954 0.546 1.046
O 2.251 1.742 2.860
H 1.182 -0.772 2.492
H 1.599 -0.427 4.103
H 2.639 -1.491 3.124
H 3.889 0.506 2.968
H 1.964 0.512 0.591
H 3.527 -0.331 0.745
H 3.486 1.419 0.667
H 2.087 1.694 3.805
C -1.165 4.633 1.026
C -1.559 5.912 1.813
C -0.673 7.113 1.503
O -2.839 6.312 1.511
H -0.925 4.659 -0.037
H -1.899 3.847 1.202
H -0.301 4.152 1.484
H -1.535 5.705 2.883
H -0.834 7.279 0.438
H 0.374 6.958 1.763
H -1.025 8.052 1.932
H -3.379 5.898 2.189
C -0.121 2.222 0.346
C -1.063 1.180 -0.278
C -0.539 -0.252 -0.069
O 0.606 -0.381 -0.899
C 1.391 -1.504 -0.734
N -2.414 1.310 0.254
H 0.004 1.917 1.385
H -0.660 3.159 0.204
H 0.850 2.269 -0.146
H -1.187 1.370 -1.344
H -1.289 -0.989 -0.355
H -0.475 -0.413 1.008
H 1.814 -1.362 0.261
H 2.141 -1.510 -1.524
H 0.856 -2.453 -0.693
H -2.259 1.242 1.250
H -2.777 2.242 0.115
C -7.019 -0.684 1.671
C -5.722 -0.283 2.390
C -5.659 1.245 2.709
O -5.590 2.229 1.668
C -4.430 1.970 0.791
N -5.629 -1.098 3.589
H -7.147 -0.101 0.760
H -7.839 -0.515 2.370
H -6.950 -1.723 1.347
H -4.908 -0.609 1.742
H -4.799 1.305 3.375
H -6.440 1.538 3.411
H -4.695 1.164 0.106
H -3.440 1.858 1.232
H -4.398 2.794 0.079
H -4.757 -0.869 4.046
H -5.445 -1.998 3.171
C 1.704 3.781 0.742
C 2.738 4.195 1.794
C 2.117 4.592 3.158
O 1.345 5.738 2.851
C 0.648 6.203 3.950
N 3.704 3.129 2.006
H 1.130 4.633 0.379
H 1.012 2.994 1.043
H 2.278 3.408 -0.107
H 3.287 5.019 1.338
H 2.883 4.905 3.867
H 1.569 3.731 3.541
H 1.338 6.355 4.780
H -0.130 5.546 4.340
H 0.237 7.167 3.651
H 4.217 3.410 2.829
H 3.132 2.363 2.334
C 0.403 -3.531 -1.904
C 0.216 -4.662 -0.885
C 0.831 -6.006 -1.364
O 0.346 -7.057 -0.568
C 0.887 -8.330 -1.044
N 0.722 -4.157 0.387
H -0.186 -3.666 -2.811
H 1.442 -3.499 -2.230
H 0.060 -2.590 -1.475
H -0.853 -4.838 -0.769
H 1.919 -6.001 -1.293
H 0.565 -6.225 -2.398
H 0.479 -9.178 -0.495
H 1.969 -8.441 -0.979
H 0.586 -8.514 -2.075
H 0.648 -4.909 1.058
H 0.034 -3.476 0.676
C 3.167 0.516 -5.724
C 3.269 0.609 -4.206
C 3.284 -0.766 -3.560
O 1.977 -1.388 -3.733
C 2.075 -2.832 -3.535
N 4.469 1.388 -3.921
H 4.046 0.048 -6.167
H 3.025 1.448 -6.271
H 2.301 -0.095 -5.982
H 2.400 1.164 -3.850
H 3.482 -0.713 -2.489
H 4.111 -1.335 -3.986
H 2.183 -3.065 -2.476
H 2.868 -3.351 -4.073
H 1.109 -3.318 -3.670
H 4.391 2.251 -4.439
H 4.330 1.678 -2.964
C 2.851 -3.079 1.280
C 2.873 -3.253 -0.232
C 4.008 -2.561 -1.057
O 3.823 -1.162 -0.875
C 4.941 -0.370 -0.996
N 2.850 -4.680 -0.475
H 2.929 -2.007 1.466
H 3.695 -3.582 1.752
H 1.894 -3.351 1.724
H 1.905 -2.954 -0.634
H 3.938 -2.831 -2.111
H 4.872 -3.065 -0.624
H 5.647 -0.648 -0.213
H 4.726 0.695 -0.905
H 5.459 -0.542 -1.940
H 1.968 -5.044 -0.144
H 2.800 -4.830 -1.472
C -0.112 0.109 -5.198
C -0.434 0.078 -3.704
C -0.698 -1.371 -3.275
O -1.921 -1.846 -3.759
C -2.167 -3.219 -3.547
N 0.736 0.495 -2.928
H -0.934 -0.192 -5.847
H 0.749 -0.533 -5.388
H 0.197 1.108 -5.506
H -1.269 0.732 -3.450
H -0.705 -1.524 -2.196
H 0.061 -2.011 -3.725
H -1.313 -3.820 -3.857
H -3.092 -3.594 -3.986
H -2.327 -3.323 -2.474
H 1.425 -0.121 -3.337
H 0.595 0.338 -1.941
C -2.862 -2.300 3.739
C -2.606 -0.842 3.857
C -2.144 -0.199 2.503
O -1.494 1.022 2.625
C -0.135 0.892 3.009
N -3.858 -0.185 4.244
H -3.108 -2.663 4.737
H -1.972 -2.772 3.324
H -3.715 -2.505 3.093
H -1.875 -0.714 4.655
H -3.051 -0.113 1.904
H -1.447 -0.844 1.969
H 0.057 0.416 3.970
H 0.260 1.904 3.096
H 0.470 0.420 2.234
H -3.609 0.792 4.310
H -4.013 -0.463 5.203
C -2.446 2.988 -1.589
O -2.857 3.179 -0.242
H -1.587 3.591 -1.881
H -2.136 1.992 -1.905
H -3.239 3.220 -2.300
H -3.485 3.901 -0.168
C 2.569 1.465 -1.482
O 3.784 1.890 -2.065
H 2.413 0.396 -1.337
H 2.535 1.902 -0.484
H 1.749 1.924 -2.034
H 4.202 2.395 -1.364
C -1.442 -2.696 0.689
O -1.256 -4.041 1.067
H -1.708 -2.631 -0.366
H -2.212 -2.213 1.291
H -0.494 -2.200 0.896
H -1.945 -4.609 0.712
C -2.952 -0.562 -1.783
O -3.495 -0.650 -0.470
H -1.948 -0.984 -1.826
H -3.562 -1.093 -2.513
H -2.846 0.465 -2.133
H -3.028 -0.011 0.072
```

Computed properties:
**Relative energy (zero: lowest compared OMol25 entry of this formula, charge and spin)**: 4663.13 kJ/mol
**LUMO energy**: -0.18 eV
**Frontier orbital gap**: 6.902 eV
**Electronic energy**: -3161.65640 Eh
**HOMO**: -7.08 eV

(3)
ORCA calculation (ωB97M-V/def2-TZVPD) on C42H20CrF9N9O3 as an isolated structure in a non-equilibrium geometry.

```
84
Properties=species:S:1:pos:R:3
Cr 0.213 0.032 0.474
C -4.170 2.218 -4.128
C -4.259 3.308 -3.251
C -3.537 3.341 -2.070
C -2.719 2.253 -1.781
C -1.862 1.951 -0.650
N -1.264 0.711 -0.836
C -1.646 0.242 -2.075
N -1.250 -0.774 -2.780
C -0.110 -1.495 -2.384
C -0.108 -2.921 -2.880
C -0.295 -3.377 -4.169
C -0.249 -4.748 -4.405
C -0.039 -5.634 -3.349
C 0.121 -5.175 -2.050
C 0.092 -3.802 -1.823
C 0.145 -3.051 -0.576
N -0.074 -3.525 0.598
C -0.269 -2.807 1.708
N -0.317 -1.417 1.864
C -0.375 -1.158 3.187
N -0.387 0.040 3.834
C -0.530 1.135 3.152
N -0.608 1.258 1.797
C -1.173 2.469 1.487
N -1.768 2.793 0.359
C -1.255 3.265 2.698
C -1.679 4.569 2.937
C -1.657 5.027 4.243
C -1.242 4.198 5.296
C -0.843 2.892 5.058
C -0.843 2.442 3.746
C -0.435 -2.383 3.925
C -0.533 -2.650 5.295
C -0.574 -3.964 5.702
C -0.513 -5.014 4.755
C -0.412 -4.761 3.408
C -0.377 -3.421 2.984
N 0.169 -1.657 -0.891
C -2.631 1.178 -2.651
C -3.345 1.141 -3.837
H -4.749 2.223 -5.045
H -4.905 4.141 -3.507
H -3.591 4.180 -1.388
H -0.486 -2.676 -4.973
H -0.384 -5.130 -5.410
H -0.009 -6.700 -3.545
H 0.261 -5.856 -1.220
H -2.003 5.197 2.118
H -1.964 6.044 4.460
H -1.237 4.587 6.308
H -0.533 2.234 5.860
H -0.571 -1.833 6.005
H -0.649 -4.203 6.757
H -0.541 -6.041 5.105
H -0.356 -5.563 2.682
H -3.250 0.294 -4.505
O 3.829 -1.599 1.510
C 2.852 -1.164 0.919
O 1.964 -0.358 1.386
C 2.673 -1.482 -0.555
C 3.613 -1.964 -1.367
C 3.378 -2.019 -2.813
C 2.309 -1.450 -3.371
C 1.271 -0.774 -2.537
N 1.494 -0.955 -1.100
H 4.567 -2.243 -0.941
H 4.115 -2.512 -3.437
H 2.152 -1.480 -4.444
H 1.134 0.281 -2.784
F 2.103 4.644 -2.323
C 1.261 3.829 -1.642
F 0.496 3.222 -2.555
F 0.462 4.623 -0.918
C 1.984 2.767 -0.731
O 1.151 1.802 -0.423
C 2.527 3.510 0.544
F 3.072 4.722 0.275
F 1.558 3.714 1.432
F 3.478 2.785 1.150
C 3.239 2.248 -1.524
F 4.254 3.138 -1.603
F 2.905 1.941 -2.796
F 3.732 1.142 -0.975
```

Computed properties:
**Relative energy (zero: lowest compared OMol25 entry of this formula, charge and spin)**: 0.00 kJ/mol
**LUMO energy (spin up / spin down)**: 4.41 / 3.92 eV
**Frontier orbital gap (spin up / spin down)**: 4.972 / 5.137 eV
**Electronic energy**: -4274.55976 Eh
**HOMO (spin up / spin down)**: -0.56 / -1.22 eV
**Charge**: -2
**2S+1**: 5